C5H10IN2 | ωB97M-V with the def2-TZVPD basis set

Structure (XYZ):
```
18
Properties=species:S:1:pos:R:3
C -0.017 1.200 -1.218
N -0.080 0.448 0.018
C 0.089 1.479 1.066
C -1.133 -0.534 0.143
C -0.526 -1.802 -0.534
N 0.702 -2.084 0.090
C 1.590 -1.594 0.659
I 3.377 -1.080 1.324
H 0.052 0.411 -1.963
H -0.763 1.937 -1.407
H 0.945 1.780 -1.039
H -0.215 1.026 2.112
H 1.131 1.745 1.209
H -0.326 2.429 0.969
H -1.941 -0.206 -0.482
H -1.437 -0.600 1.125
H -1.015 -2.844 -0.344
H -0.434 -1.712 -1.727
```

The charge is +1. Its spin multiplicity is 1. The molar mass is 225.1 g mol⁻¹. The calculation puts the total energy at -16417.9390 eV. For the energy above the lowest of the compared OMol25 structures with the same formula, charge and spin, the calculation gives 77.8 kcal per mole. As for the HOMO-LUMO gap: 8.23 eV.